[1]
Below is a 6-piece molecular cluster, C29H29BIN7O3 overall, with properties calculated with ωB97M-V/def2-TZVPD.

Energy relative to the best compared isomer or geometry (same formula, charge and spin), kcal per mole: 116.0
HOMO-LUMO gap, eV: 8.1
Spin multiplicity: 1
Total energy, eV: -55889.8407
SMILES: N#CC[C@](I)(C#N)OB(O)O.c1ccncc1.c1ccncc1.c1ccncc1.c1ccncc1.c1ccncc1

The geometry in XYZ format:
```
70
Properties=species:S:1:pos:R:3:mulliken_charge:R:1
C -1.9375 -0.6256 0.4924 -0.47
H 4.8626 1.1919 3.2494 0.38
C 3.4480 -4.0087 -1.0848 -0.13
N 6.9553 4.3250 1.9754 -0.35
H 0.5024 2.2723 1.3016 0.36
C -0.2318 -0.1077 -2.6906 -0.16
H 0.1961 -3.7204 -0.2079 0.33
I -7.5101 -4.3715 0.6305 0.13
H 4.5788 3.3780 2.0707 0.55
N -2.8074 -1.5948 0.1343 -0.33
H -11.3538 -2.2669 1.0781 0.31
C 7.8282 5.0505 2.7076 -0.25
H -0.2922 2.7250 -5.2397 0.37
C 1.1828 -3.4649 -0.5832 -0.09
H -10.3240 -0.0919 -1.7331 0.32
H 9.2079 2.7740 -0.0196 0.35
H -3.6303 -3.4098 0.6665 0.44
N -9.0045 -3.0494 -2.9801 -0.46
C 0.8331 1.6123 -3.7827 -0.32
C -7.9055 -2.4080 -0.3423 0.33
C -6.6210 0.0324 -0.2135 0.15
H -5.7283 -2.0617 0.2510 0.01
N -6.9079 1.3079 -0.0919 -0.46
C -1.4111 0.1147 -3.3834 -0.71
N 0.8934 0.6183 -2.8701 -0.26
C -6.4787 -1.5916 -0.5428 -0.07
C -1.4424 1.1468 -4.3152 -0.21
C 3.6171 -2.7108 -1.5558 -0.72
C 1.4866 2.0725 1.7161 -0.02
C -1.1814 -0.6587 1.6531 0.11
H -2.3493 1.3520 -4.8766 0.36
H 2.6153 -0.8253 -1.8598 0.46
H 10.7847 4.1389 1.3586 0.36
N 1.3172 -2.1976 -1.0318 -0.15
H -1.8619 0.2072 -0.2011 0.53
C -0.3000 1.9133 -4.5211 -0.47
C -2.2168 -2.7642 2.1619 -0.57
B -10.0271 -1.2218 -0.0311 0.62
H 2.0448 -5.4004 -0.2118 0.38
H -6.1473 -1.7951 -1.6592 0.39
H -0.7526 -1.8110 3.4221 0.41
C -8.6152 -2.6298 -1.8227 0.16
O -10.1790 0.0785 -0.7540 -0.51
C -2.9263 -2.6435 0.9778 -0.27
H 9.8554 5.6254 3.1406 0.35
H -2.3541 -3.6277 2.8029 0.39
C 2.5326 -1.8497 -1.5073 -0.18
N 1.6148 0.8844 2.3457 -0.31
C 3.7499 2.6804 2.1475 0.12
C 9.7136 4.1910 1.5309 -0.13
H 4.2756 -4.7119 -1.1052 0.36
H 2.3551 3.9322 1.0722 0.37
H -0.4960 0.1473 1.8897 0.21
H -0.1582 -0.8993 -1.9505 0.67
O -8.7700 -1.6758 0.5955 -0.44
H 2.9046 -0.3542 3.3737 0.39
H -2.2841 -0.5015 -3.2005 0.45
C 9.2012 5.0194 2.5241 -0.47
H 4.5703 -2.3778 -1.9503 0.38
C 3.9127 1.4651 2.8040 -0.60
H 6.7598 2.9600 0.4414 0.39
C 2.8267 0.6074 2.8747 -0.39
C 8.8402 3.4300 0.7612 -0.58
C 2.5142 2.9935 1.5907 -0.90
H 7.3800 5.6785 3.4725 0.37
O -11.2697 -2.0608 0.0829 -0.49
C -1.3272 -1.7507 2.5024 -0.37
C 2.2085 -4.3966 -0.5871 -0.74
H 1.7510 2.1794 -3.9099 0.37
C 7.4821 3.5314 1.0172 -0.07
```


[2]
Below is C27H63ClN9O9Pt as an isolated structure, with properties calculated with ωB97M-V/def2-TZVPD.

Net charge: +1
Energy relative to the best compared isomer or geometry (same formula, charge and spin), kcal per mole: 0.0
HOMO-LUMO gap (spin up / spin down), eV: 8.0 / 8.3
Spin multiplicity: 3
Total energy, eV: -76624.5882

The geometry in XYZ format:
```
110
Properties=species:S:1:pos:R:3:mulliken_charge:R:1
N 2.8287 14.2816 20.1197 -0.05
C 5.1884 14.3700 19.8014 -1.31
N -0.2687 12.1385 17.3497 0.42
H 2.6092 13.0446 25.2048 0.29
H -2.4492 6.8169 16.5826 0.23
Pt -1.3060 10.2511 22.9577 6.33
O 4.5758 9.0956 18.8953 -0.70
H -3.4098 10.2256 17.5314 0.47
H -0.9786 9.2355 17.5652 -0.20
H 0.1301 11.5266 18.0473 -0.11
O 0.9046 11.0494 15.7941 -0.56
H -0.4537 6.5621 21.2593 0.00
H 0.7089 7.7849 25.8358 0.17
C 1.4610 7.5892 25.0715 -0.59
H -3.7762 7.2247 26.8699 0.36
H -4.3010 11.5155 20.9416 0.15
C 3.2151 10.9778 18.7452 -0.03
O 0.1890 11.6450 23.7362 -0.94
C -2.1536 9.9415 26.3299 0.39
H 2.6246 7.0412 20.6157 0.27
H -4.7760 9.6111 18.4666 0.32
H 1.1589 5.7641 23.9352 0.24
H -1.3658 11.2045 27.8054 0.37
C -4.1416 8.3158 22.4472 0.86
C -1.2014 13.1703 17.7863 -1.10
H -0.3761 7.9975 16.5841 0.34
H -3.0560 11.1819 27.7611 0.48
H -4.1013 13.3983 24.5185 0.31
O -3.2409 9.0738 22.8037 -1.24
C 3.4384 9.5386 19.0376 0.50
H 0.2283 12.9550 26.4897 0.35
H -2.6387 8.9383 27.9923 0.23
H 2.2506 7.0483 25.5931 0.41
H -2.0812 13.3052 17.1572 0.40
H 2.3926 11.3500 19.3559 -0.29
N -2.5712 8.8450 26.9889 -0.11
H 2.8041 11.7091 22.6430 -0.01
N -4.2712 13.3982 23.5229 -0.13
H -5.7450 14.9877 23.8630 0.33
H -3.8943 6.3306 21.6432 0.53
C 3.9760 14.2280 20.7199 0.67
C -3.9686 7.3551 21.2784 -1.71
C -3.7308 9.4366 18.2115 -0.68
C 2.3831 7.3397 19.5956 -0.96
O -0.5194 8.3093 23.3550 -1.19
N 2.3561 8.7770 19.3465 0.16
H -3.0453 7.5695 20.7403 0.04
H -3.1362 12.8949 20.5434 0.04
H -1.6254 12.8929 18.7514 0.13
C 0.2310 11.9819 16.0826 0.63
H 4.0328 12.0231 23.7797 0.44
H -0.9166 13.6177 25.2655 0.09
H 2.7936 14.8863 19.3114 0.27
C -3.6509 8.1177 17.4658 0.48
H 0.5746 14.3536 25.4117 0.48
H -5.7714 7.3841 22.9771 0.28
O -4.5810 7.4249 17.1607 -0.69
C -2.8743 7.6127 26.3964 -0.84
H 6.0726 13.8526 20.1736 0.31
N 0.9109 6.7378 24.0371 -0.12
H -6.7274 8.9381 24.4175 0.41
N -5.2540 8.2407 23.1136 -0.15
C -5.2039 14.4593 23.0781 -0.97
H 1.9137 8.4852 24.6470 0.02
H 0.7746 13.8407 20.1065 -0.02
N -2.4315 7.6518 17.1507 -0.09
H -3.0715 9.4640 19.0791 -0.09
C -0.0980 7.1623 23.2790 0.37
H -2.0457 6.9435 26.6279 0.34
C 3.0126 11.6454 23.7109 -0.74
H -0.9202 13.5053 15.1498 0.37
H 4.9932 13.9586 18.8111 0.38
C 1.5896 13.9956 20.8134 -0.10
H 3.1326 6.8453 18.9776 0.37
C -5.6612 9.0751 24.2374 -0.66
H -5.3143 8.6911 25.1968 0.16
C -3.9605 12.5286 21.1553 -0.79
H -0.1970 5.1918 22.3885 0.47
H -4.6437 15.2487 22.5771 0.31
H -0.8625 14.2060 17.7631 0.40
H -5.8590 13.9882 22.3453 0.33
C -3.6262 12.5779 22.7421 0.13
H -2.2577 12.1144 26.4679 0.05
C 0.1207 13.3654 25.4857 -1.43
H 3.0410 11.0706 17.6732 0.20
Cl -0.6149 10.2449 20.5738 -0.84
H -3.0355 7.6872 25.3210 0.11
O -1.8400 9.9706 25.1128 -0.75
C -0.6552 6.1720 22.2570 -0.68
O -2.7544 11.8096 23.1654 -1.28
H 5.3954 15.4344 19.6903 0.39
H -4.7515 13.2028 20.8268 0.58
O 4.1021 14.0396 21.9359 -0.64
C 0.8266 12.4397 24.4847 0.49
H 0.7658 13.8299 15.0453 0.25
C -2.1934 11.2260 27.0963 -1.44
H -0.7240 7.7459 18.3264 0.13
H 1.2999 14.7531 21.5416 0.39
H -4.9040 7.4375 20.7249 0.56
H 4.0858 11.5293 19.0997 0.17
H -1.7120 5.9116 22.3152 0.04
H 1.7011 13.0319 21.3103 -0.30
C 0.0439 13.0136 15.0197 -1.24
N 2.1356 12.5179 24.4849 -0.07
H 1.5222 9.2397 19.6794 -0.11
C -1.0908 8.1656 17.3897 -0.23
H -5.4191 10.1366 24.1860 0.13
H 1.3921 6.8978 19.4917 0.26
H 0.0137 12.5989 14.0121 0.34
H 3.0547 10.6261 24.0951 0.24
```


[3]
Below is a single C5H11P molecule, with properties calculated with ωB97M-V/def2-TZVPD.

Energy relative to the best compared isomer or geometry (same formula, charge and spin), kcal per mole: 58.3
HOMO-LUMO gap, eV: 9.5
Spin multiplicity: 1
Total energy, eV: -14648.7952
SMILES: CC(C)=C(C)P

The geometry in XYZ format:
```
17
Properties=species:S:1:pos:R:3:mulliken_charge:R:1
H -2.3127 -0.6853 -0.6343 0.31
H 2.6509 0.7196 0.9439 0.02
C -0.3903 0.3227 -0.1415 0.26
H -1.9506 -0.3556 1.0903 0.40
H 0.7407 -2.3589 0.4448 0.33
H -2.0672 1.5724 0.7640 0.30
H -0.7102 2.7269 0.4041 0.41
C 1.2824 -1.7136 -0.2870 -1.32
C -1.5826 -0.6795 0.1391 -1.40
H -1.5949 1.8834 -0.9356 0.35
H 1.3830 -1.9986 -1.2912 0.34
H -1.3273 -1.7432 0.3149 0.27
H 2.2814 -1.8598 0.0902 0.43
P 2.4237 0.7396 -0.3842 -0.08
C -1.2555 1.8719 0.0489 -1.10
H 1.5380 1.7948 -0.2112 -0.05
C 0.8911 -0.2366 -0.3552 0.52
```